Record 1
{"formula": "C3H4BiO4", "method": "ωB97M-V/def2-TZVPD", "energy_ev": -17195.807, "homo_lumo_gap_ev": 6.41, "relative_energy_kcal_mol": 0.00, "total_charge": 1, "elements": ["C", "C", "O", "C", "O", "O", "O", "Bi", "H", "H", "H", "H"], "xyz": [[-2.418984, 0.693754, -0.738287], [-1.278665, 0.101740, -1.138099], [-0.227886, 0.948820, -1.496121], [0.996141, 0.452619, -1.615120], [1.182737, -0.773793, -1.855660], [1.960969, 1.142884, -1.180403], [-3.582567, -0.010194, -0.706613], [2.983144, -0.641293, -0.740273], [-2.407589, 1.681071, -0.269113], [-1.268223, -0.862658, -1.646231], [-4.330763, 0.571510, -0.861375], [2.141333, -1.238933, 0.774885]], "atomic_forces_ev_per_a": [[0.4438, -0.4745, 0.4435], [-1.9158, -0.4393, -1.5000], [2.4471, 0.4650, -0.0298], [-4.1204, 0.7158, 1.5290], [-0.2437, -1.0531, -0.7901], [0.5235, 1.5274, 0.0095], [0.8273, -0.0655, 0.0162], [2.2405, -1.6016, 0.7610], [-0.0778, 0.0054, -0.5627], [-0.0169, 0.1675, 0.3872], [-0.1125, 0.1831, 0.2138], [0.0049, 0.5698, -0.4777]], "nbo_charge": [0.164, -0.055, -0.437, 1.003, -0.711, -0.700, -0.658, 1.659, 0.196, 0.216, 0.503, -0.180]}


Record 2
{"formula": "C7H13NO", "method": "ωB97M-V/def2-TZVPD", "energy_ev": -11003.641, "homo_lumo_gap_ev": 8.88, "relative_energy_kcal_mol": 94.81, "total_charge": 0, "elements": ["C", "C", "C", "C", "C", "C", "C", "O", "N", "H", "H", "H", "H", "H", "H", "H", "H", "H", "H", "H", "H", "H"], "xyz": [[-0.782724, -0.042478, -0.862938], [0.260659, -0.321696, 0.083911], [0.036417, 0.074882, 1.522986], [2.701049, 1.163914, 0.312404], [1.598376, 0.860138, -0.664685], [-1.999483, -1.317204, -0.135135], [-3.043967, -1.030547, 0.620340], [-0.640295, -0.382938, -2.180641], [1.721754, 1.297637, -1.831519], [-0.212531, -1.246348, -2.248573], [-1.273077, 0.923492, -0.779010], [0.732042, -1.295729, -0.041264], [0.924713, 1.176318, -2.453956], [-1.922434, -2.275507, -0.646436], [-0.600006, -0.654273, 2.021878], [0.974327, 0.074258, 2.074522], [-0.413157, 1.064547, 1.591271], [2.336331, 1.830640, 1.094439], [3.533521, 1.661172, -0.186846], [3.065295, 0.247837, 0.778948], [-3.127462, -0.088996, 1.152658], [-3.869349, -1.719120, 0.777645]], "atomic_forces_ev_per_a": [[-4.4188, -3.6130, 2.1032], [4.3910, 3.3427, -1.4319], [0.1186, -0.2869, -0.0732], [0.0464, -0.1325, 0.0463], [-0.4125, -1.7858, 1.6341], [0.6105, 2.3491, -2.0269], [0.0450, 0.0319, 0.2534], [0.2890, -0.0870, -0.4481], [-0.6473, 0.5539, -0.1867], [0.0139, 0.1267, 0.0137], [0.0856, -0.0333, 0.0064], [-0.1018, -0.0598, -0.0208], [0.0558, -0.5070, 0.1329], [0.1266, 0.0273, -0.0586], [-0.1872, 0.0827, -0.0344], [0.0790, 0.1276, -0.0708], [-0.0485, 0.0156, 0.0583], [-0.0431, -0.0762, 0.1170], [-0.1201, -0.0469, -0.0884], [-0.0203, -0.0049, 0.1425], [-0.0838, 0.1721, -0.2389], [0.2221, -0.1963, 0.1708]], "nbo_charge": [0.141, -0.258, -0.634, -0.697, 0.337, -0.239, -0.439, -0.692, -0.665, 0.475, 0.200, 0.213, 0.363, 0.176, 0.230, 0.222, 0.212, 0.222, 0.232, 0.213, 0.189, 0.199]}


Record 3
{"formula": "C17H27BrNO6PSb", "method": "ωB97M-V/def2-TZVPD", "energy_ev": -117699.230, "homo_lumo_gap_ev": 6.70, "total_charge": -1, "elements": ["C", "C", "Sb", "C", "C", "O", "C", "C", "O", "C", "O", "C", "C", "C", "C", "C", "C", "C", "C", "C", "C", "O", "N", "O", "P", "O", "Br", "H", "H", "H", "H", "H", "H", "H", "H", "H", "H", "H", "H", "H", "H", "H", "H", "H", "H", "H", "H", "H", "H", "H", "H", "H", "H", "H"], "xyz": [[-2.480481, 1.911359, 1.014940], [-1.262666, 1.509075, 0.348262], [-0.223984, -0.358329, 0.982101], [1.549722, 0.348781, -0.107951], [2.943453, -0.348891, 0.175271], [4.086079, 0.598961, 0.174006], [4.121465, 1.356840, -1.016979], [3.982631, 0.798315, -2.504872], [4.306197, 2.606037, -0.886580], [0.676546, -2.251019, 1.659661], [0.902776, -2.152612, 3.098318], [1.100152, -3.446907, 3.708447], [2.432280, -3.321872, 4.641392], [-0.898579, -1.424481, -0.880456], [-1.728152, -0.389458, -1.800645], [-3.282900, -0.219470, -1.694562], [-4.073585, 0.821030, -2.558411], [-3.326783, 1.725218, -3.562101], [-4.019897, 2.858552, -4.479413], [-1.790093, 1.551936, -3.728680], [-1.019420, 0.525147, -2.869768], [-1.981412, -0.951881, 1.893717], [-2.040452, -0.639985, 3.196427], [-3.153918, -0.963933, 3.571203], [0.412916, 0.875322, 3.122561], [0.176249, 2.565947, 2.728952], [2.635355, 0.718073, 3.529648], [-3.393295, 1.244225, 0.869487], [-2.455368, 2.895849, 1.587501], [-0.814046, 2.109066, -0.528104], [1.623486, 1.492029, 0.067944], [1.322168, 0.244903, -1.239721], [3.049053, -0.930352, 1.145076], [3.159014, -1.072069, -0.705448], [4.667003, 1.422786, -3.187473], [4.242687, -0.310826, -2.489463], [2.889121, 0.928688, -2.811240], [-0.138134, -3.069053, 1.530840], [1.581687, -2.623182, 1.068218], [1.154077, -4.322178, 2.979666], [0.232667, -3.604228, 4.458098], [2.755482, -4.331346, 5.067036], [2.185973, -2.548345, 5.462380], [3.219659, -2.830572, 3.976635], [0.017650, -1.713137, -1.500074], [-1.595742, -2.308439, -0.663146], [-3.919880, -0.836938, -0.971201], [-5.209337, 0.925007, -2.458628], [-3.925916, 3.838025, -3.873644], [-5.124379, 2.661145, -4.679680], [-3.408533, 3.023321, -5.446352], [-1.208858, 2.181501, -4.488658], [0.117627, 0.465246, -3.040809], [0.932637, 2.767121, 2.116267]], "atomic_forces_ev_per_a": [[2.6519, -0.2572, -1.6108], [-3.1525, 0.4645, 0.1663], [0.8321, 0.1477, -2.7853], [1.3414, 0.9803, -1.2415], [0.1029, -0.8302, -1.1084], [-1.0346, 0.4364, -2.5677], [0.6510, 4.3301, 0.9357], [-0.1130, -0.4181, 1.1193], [-0.4489, -4.6790, -0.5556], [-0.8977, -1.7320, 0.5696], [0.3860, -1.4376, -1.2072], [0.4368, 0.2075, 2.2704], [-0.8974, 0.7064, -0.8642], [-1.5618, 0.5794, -2.0651], [-1.7223, 1.8339, -1.8604], [1.2883, 2.0871, -2.2850], [3.7953, -0.2053, -0.4788], [1.7658, -1.9194, 0.9188], [0.8788, -0.0097, 1.2099], [-1.6743, -2.2649, 2.6854], [-3.0685, 0.4705, 0.2501], [0.5808, 0.1205, 0.4642], [-3.3796, -1.5763, -1.0156], [1.5665, 0.7945, 0.9682], [-1.1056, 1.8437, 1.6452], [2.1987, -1.6888, -0.5102], [0.1691, 0.2023, -0.4315], [1.4896, 0.5061, 1.7257], [-0.9136, -0.7381, -1.7054], [0.3433, 0.0971, 2.4681], [0.0358, -1.7853, -0.0839], [0.3350, 0.1965, 1.8089], [-0.2695, 1.0397, -1.1981], [-0.4634, 0.7670, 1.5126], [-1.1120, -1.0800, 1.2491], [-0.3010, 1.4487, -0.3905], [1.5677, -0.1907, 0.3649], [1.0845, 1.3148, -0.1261], [-0.8434, 0.6179, 0.8490], [-0.0213, 1.3291, 0.7455], [1.0702, -0.0298, -1.4013], [-0.3792, 1.4711, -0.5414], [0.4642, -1.4201, -1.1670], [-0.7618, -0.9129, 1.0000], [-1.2189, 0.0283, 0.9442], [1.1778, 1.1094, -0.3334], [1.3266, 0.8867, -1.0677], [1.9023, -0.2412, -0.0764], [-0.3399, -1.3995, -1.0252], [1.5748, 0.1689, 0.1571], [-1.1691, -0.4817, 1.4977], [-1.0365, -1.0073, 1.2574], [-2.0054, -0.0617, 0.4035], [-1.1264, 0.1805, 0.5170]], "nbo_charge": [-0.460, -0.574, 1.701, -0.889, -0.093, -0.531, 0.798, -0.738, -0.592, -0.454, -0.593, -0.062, -0.645, -0.850, 0.027, -0.227, -0.235, -0.037, -0.648, -0.241, -0.249, -0.647, 0.351, -0.382, 0.599, -0.985, -0.302, 0.215, 0.197, 0.220, 0.233, 0.208, 0.222, 0.160, 0.250, 0.221, 0.247, 0.184, 0.175, 0.175, 0.176, 0.199, 0.221, 0.217, 0.215, 0.235, 0.228, 0.215, 0.221, 0.218, 0.217, 0.212, 0.208, 0.475]}